No. 1
19
Properties=species:S:1:pos:R:3:mulliken_charge:R:1 method="wB97M-V/def2-TZVPD" homo_energy_ha=-0.753 total_charge=+3 gap_ev=5.46 spin_multiplicity=1
In 0.905 1.183 0.111 1.416
C 2.996 1.757 -1.490 0.200
C 0.781 2.687 1.735 0.378
C -2.231 -0.423 0.320 -0.401
S -1.937 -2.330 1.943 0.101
C -3.020 -1.322 0.996 -0.323
C -0.570 -1.478 1.409 -0.004
H 0.399 -1.832 1.751 0.239
H -4.075 -1.417 0.999 0.468
O -1.229 2.397 -2.515 0.051
O 1.032 -2.584 -3.520 -0.088
N -0.881 -0.455 0.615 -0.078
C -0.404 1.865 -1.962 0.213
O 3.875 2.245 -2.038 0.038
H -2.585 0.289 -0.382 0.396
O 0.428 3.194 2.713 0.054
C 1.130 -1.684 -2.822 0.108
C 2.438 -0.697 0.705 0.196
O 2.948 -1.396 1.433 0.038

No. 2
68
Properties=species:S:1:pos:R:3:mulliken_charge:R:1 method="wB97M-V/def2-TZVPD" homo_energy_ha=-0.137 total_charge=-2 gap_ev=8.15 spin_multiplicity=1
H 1.963 -19.825 4.255 0.132
H -2.529 -16.420 0.999 0.259
H -3.068 -18.691 6.708 0.297
C 0.168 -11.847 1.130 -0.604
O -0.602 -18.898 1.868 -0.453
H 2.133 -21.733 6.154 0.293
H 2.351 -21.371 2.557 0.441
O 1.004 -16.525 8.144 -0.644
H 2.963 -16.434 3.770 0.337
H 1.451 -10.843 2.441 0.160
C 1.577 -20.842 4.178 0.357
H 4.092 -17.256 4.356 0.258
C 1.278 -21.638 5.485 -1.216
O 0.479 -14.566 6.498 -0.564
H -0.661 -18.336 -1.273 0.304
H 1.014 -13.272 5.029 0.302
H 0.051 -16.577 0.141 -0.051
H -0.836 -16.831 -2.018 0.280
H 0.265 -17.032 8.488 0.332
O 1.494 -20.593 1.024 -0.671
H 0.747 -15.373 6.937 0.444
H 1.747 -10.510 0.681 0.340
Cl -3.983 -13.743 2.904 -0.754
H -3.368 -18.798 2.408 0.214
O -3.137 -19.436 1.733 -0.600
C 1.004 -10.673 1.462 -0.339
H 0.945 -17.835 6.603 0.135
H -0.466 -14.520 6.637 0.102
H 0.919 -22.647 5.283 0.381
H -0.191 -11.727 0.108 0.303
H -0.537 -18.005 2.208 -0.055
Mg -2.790 -15.304 4.203 0.717
H -3.932 -19.526 1.206 0.267
O 1.713 -16.008 -1.090 -0.632
H 2.387 -16.837 6.407 0.249
H 2.016 -18.940 8.628 0.320
H 0.769 -12.752 1.221 0.073
O 0.187 -9.550 1.704 -0.556
C -0.064 -17.537 -1.713 -1.168
O -2.883 -16.165 0.147 -0.603
H 3.458 -17.986 8.486 0.337
Cl -2.688 -14.572 6.452 -0.800
H 1.302 -14.775 2.590 0.106
O -2.130 -18.711 6.898 -0.615
H 0.410 -21.126 5.901 0.275
H -0.270 -9.814 2.506 0.331
H 2.370 -15.716 -0.453 0.318
H 0.702 -20.865 3.528 0.019
O 3.412 -17.275 3.682 -0.580
O 2.541 -21.582 3.474 -0.612
H 0.725 -20.093 1.296 0.371
H -0.633 -11.944 1.864 0.305
H -1.713 -18.448 6.077 0.299
O 1.242 -12.511 4.495 -0.561
H 2.936 -19.148 7.173 0.271
H -2.291 -15.480 -0.163 0.296
C 0.781 -16.959 -0.573 0.529
H -1.530 -19.008 1.661 0.419
Cl -0.712 -15.801 3.269 0.057
H 2.242 -13.693 3.077 0.302
C 1.759 -17.347 7.138 0.106
H 1.216 -21.048 0.229 0.312
H 0.647 -11.822 4.792 0.261
H 0.461 -17.976 -2.561 0.346
O 2.221 -14.505 2.571 -0.601
C 2.633 -18.402 7.908 -1.163
H 1.351 -17.738 -0.066 0.092
Cl -4.000 -17.283 4.175 -0.806

No. 3
76
Properties=species:S:1:pos:R:3:mulliken_charge:R:1 method="wB97M-V/def2-TZVPD" homo_energy_ha=-0.329 total_charge=0 gap_ev=8.98 spin_multiplicity=1
H -1.329 -0.182 2.506 0.229
H 2.371 5.714 -2.927 0.306
H -1.486 2.583 -3.937 0.334
O 4.817 -3.601 1.825 -0.578
O 0.639 -0.213 -5.608 -0.652
O 2.547 -2.399 3.715 -0.610
O 2.024 6.083 -2.107 -0.656
H -0.154 -0.020 -2.704 0.550
H -0.813 1.241 2.633 0.317
H 0.537 0.745 -5.641 0.360
H -2.386 -2.871 3.100 0.262
H -5.806 1.118 4.410 0.277
H -0.637 7.008 0.578 0.301
H -1.320 -4.910 0.847 0.239
H 1.580 -1.706 -4.292 0.284
H -0.307 3.077 -3.113 0.385
H -5.079 -3.051 5.848 0.293
O -0.675 3.097 -4.009 -0.734
H 2.743 -2.256 -3.448 0.326
O 3.548 8.803 -1.694 -0.628
H -2.709 1.875 -0.245 0.326
H -2.430 4.291 -0.606 0.391
H 1.425 1.193 -0.971 0.509
H 1.274 -2.488 0.794 0.263
O 5.713 -1.589 4.154 -0.629
H -4.785 0.034 4.759 0.327
C -0.664 1.403 -0.599 0.023
H 0.511 -5.596 -1.405 0.275
C -1.567 3.652 -0.693 -0.984
Br -2.515 -1.514 -4.526 -0.223
O 2.092 -1.986 0.844 -0.658
H -4.513 -0.145 2.430 0.272
O -0.515 0.324 2.625 -0.592
H -2.108 -0.224 0.349 -0.357
O -1.111 -5.832 1.064 -0.628
C -1.733 2.280 -0.488 -0.185
H 5.888 -2.262 4.821 0.322
H -0.583 -1.707 -2.462 0.702
H -0.136 5.154 -1.197 0.632
P -0.942 -0.453 -0.384 0.619
S -1.252 -2.701 -0.085 -0.395
H 5.124 -2.709 2.017 0.292
H 4.883 -4.053 2.671 0.290
C -0.882 -0.688 -2.243 -0.658
O 1.114 -4.848 -1.462 -0.639
H -2.461 -2.873 -0.641 0.108
H 6.549 -1.495 3.685 0.312
O -1.517 6.644 0.434 -0.621
C 0.785 3.260 -1.117 -0.970
H 3.050 9.593 -1.465 0.317
C 0.601 1.897 -0.897 0.131
O 1.862 -2.474 -3.778 -0.586
O -5.388 0.325 4.062 -0.648
H -1.876 -6.122 1.569 0.272
H 1.758 3.636 -1.379 0.223
O 3.710 -3.845 -1.908 -0.600
H -1.929 7.265 -0.177 0.313
H -0.203 -0.547 -5.271 0.215
H 4.237 -4.643 -2.008 0.275
H -4.358 -0.376 0.917 0.315
H 2.785 -2.663 0.878 0.366
H 2.040 -1.898 3.062 0.329
H 0.230 -0.568 0.371 0.112
C -2.199 -0.451 -2.890 0.296
H 2.828 -4.116 -2.203 0.349
H 0.563 -4.082 -1.256 0.383
H 3.381 -1.919 3.775 0.286
H -5.143 -2.537 4.419 0.319
O -3.866 -0.127 1.706 -0.554
H -1.398 -3.917 3.601 0.284
O -1.983 -3.713 2.862 -0.494
C -0.299 4.106 -1.010 -0.264
H 2.892 8.097 -1.716 0.347
O -3.028 0.316 -2.578 -0.414
H 2.721 5.921 -1.461 0.313
O -4.733 -2.362 5.273 -0.611